{
  "formula": "C2H3ClO2S",
  "method": "ωB97M-V/def2-TZVPD",
  "symbols": ["O", "S", "O", "C", "C", "Cl", "H", "H", "H"],
  "coordinates": [[-2.5151, 0.5751, 0.7384], [-1.6346, -0.5417, 0.6989], [-2.1276, -1.8602, 0.8212], [-0.2644, -0.2120, -0.4473], [0.0755, -0.1657, 1.1762], [0.8905, -1.6421, 1.7769], [-0.1680, 0.9163, -0.8125], [0.2991, -0.9696, -0.9675], [0.6264, 0.8396, 1.5210]],
  "forces_ev_per_angstrom": [[-0.46, 0.58, 0.38], [2.07, 2.21, -1.72], [0.24, -0.99, 0.35], [0.08, 2.28, 1.90], [0.91, 0.41, -0.51], [-0.09, 0.86, -0.23], [-0.65, -2.77, 0.45], [-0.20, -0.16, -0.24], [-1.92, -2.41, -0.38]],
  "nbo_charge": [-0.90, 2.17, -0.86, -0.69, -0.50, 0.00, 0.26, 0.25, 0.28],
  "e_above_lowest_ev": 2.5929,
  "gap_ev": 10.9
}

=====

{
  "formula": "C2H3ClO2S",
  "method": "ωB97M-V/def2-TZVPD",
  "symbols": ["O", "C", "Cl", "C", "S", "O", "H", "H", "H"],
  "coordinates": [[-1.0507, -1.1384, 0.7584], [-1.0045, -0.2971, -0.1189], [-2.3637, 0.8381, -0.3627], [0.1772, 0.1165, -0.8861], [0.8068, 1.3541, 0.2787], [1.7339, -0.2184, 1.3460], [0.9633, -0.7463, -1.2038], [-0.1885, 0.6808, -1.6460], [0.9264, -0.5893, 1.8344]],
  "forces_ev_per_angstrom": [[-0.18, 1.44, -2.07], [-0.63, -2.20, 2.86], [-0.17, -0.29, -0.08], [2.49, -2.40, 1.13], [2.65, -3.57, 1.97], [-2.98, 2.54, -0.94], [-1.96, 2.26, 0.99], [-0.55, 1.46, -2.89], [1.34, 0.77, -0.97]],
  "nbo_charge": [-0.52, 0.53, -0.07, -0.66, 0.47, -0.76, 0.29, 0.24, 0.48],
  "e_above_lowest_ev": 2.0657,
  "gap_ev": 8.6
}

=====

Total energy for the records above, in order: -1086.75543; -1086.77480 hartree